[1]
The ion C9H16N3O with charge +1, computed with wB97M-V/def2-TZVPD.

Element x y z (Å)
O1 2.263 1.173 2.862
N1 -1.444 -1.293 -1.561
N2 -2.599 0.462 -0.413
N3 -1.183 -0.879 0.775
C1 -0.815 0.474 1.318
C2 -1.891 1.347 0.596
C3 0.623 -1.981 -2.556
C4 0.665 0.675 0.970
C5 -0.487 -2.404 -1.572
C6 2.763 2.077 1.813
C7 -1.719 -0.627 -0.496
C8 1.786 -1.436 -2.097
C9 1.256 1.683 2.039
H1 2.708 3.135 2.050
H2 2.885 1.627 0.832
H3 2.022 -0.387 -2.322
H4 -1.930 -1.011 -2.409
H5 -1.074 0.523 2.378
H6 -1.819 -1.336 1.424
H7 1.284 -0.205 1.177
H8 -2.679 1.463 1.359
H9 2.530 -1.980 -1.505
H10 0.847 1.138 -0.008
H11 -1.627 2.352 0.254
H12 -0.949 -3.367 -1.827
H13 -0.007 -2.527 -0.595
H14 0.582 2.458 2.427
H15 -2.418 0.970 -1.288
H16 0.426 -2.125 -3.625

Output
HOMO	-12.046	eV
largest force on an atom	4.78	eV/A
total charge	+1
LUMO energy	-0.1464	Ha
relative energy (zero: lowest compared OMol25 entry of this formula, charge and spin)	167.4	kcal per mole
spin multiplicity	1


[2]
A cluster of 2 separate species, C4H10N2O2 in total, computed with wB97M-V/def2-TZVPD.

Element x y z (Å)
O1 0.504 0.956 1.922
O2 -1.181 1.144 -0.311
N1 2.547 -0.265 -0.624
N2 -1.839 -1.625 -0.175
C1 -0.312 0.348 -1.103
C2 1.869 0.466 -0.013
C3 1.668 1.300 1.202
C4 -0.473 -1.357 -0.371
H1 2.515 1.161 1.876
H2 0.353 1.044 -1.611
H3 0.060 -1.363 0.575
H4 -1.892 0.559 -0.006
H5 -2.066 -2.230 0.603
H6 0.046 -1.928 -1.146
H7 -0.268 1.169 1.359
H8 -2.373 -1.808 -1.016
H9 1.644 2.355 0.885
H10 -0.802 0.073 -2.044

Output
HOMO	-9.026	eV
largest force on an atom	4.15	eV/A
LUMO energy	0.0261	Ha
relative energy (zero: lowest compared OMol25 entry of this formula, charge and spin)	111.9	kcal per mole
spin multiplicity	1


[3]
An isolated molecule of C4HBF6O4, computed with wB97M-V/def2-TZVPD.

Element x y z (Å)
F1 3.115 -1.319 -1.547
F2 4.757 -1.091 -0.182
F3 3.338 -2.685 0.269
F4 -4.683 -1.526 0.057
F5 -3.478 -0.737 -1.435
F6 -3.154 -2.818 -0.788
O1 2.753 0.089 1.579
O2 -1.153 -1.032 0.045
O3 -2.713 -0.447 1.539
O4 1.198 -0.973 0.262
C1 -3.473 -1.567 -0.414
C2 -2.387 -0.960 0.522
C3 2.448 -0.576 0.640
C4 3.492 -1.353 -0.257
B1 -0.015 -0.426 0.622
H1 -0.218 0.547 1.399

Output
HOMO	-11.763	eV
largest force on an atom	3.10	eV/A
LUMO energy	-0.0157	Ha
relative energy (zero: lowest compared OMol25 entry of this formula, charge and spin)	0.0	kcal per mole
spin multiplicity	1


[4]
A structure of composition C44H47Cl2N5P2S4V, computed with wB97M-V/def2-TZVPD.

Element x y z (Å)
V1 0.694 0.086 0.146
Cl1 3.398 4.708 5.113
Cl2 0.364 2.478 1.181
S1 1.761 3.465 -2.999
S2 -4.476 1.400 -0.967
S3 3.291 3.162 2.378
S4 -1.083 1.115 -1.378
P1 -2.926 0.963 -2.103
P2 -1.103 -1.016 1.595
N1 1.881 0.846 -1.087
N2 2.318 2.027 -0.793
N3 3.177 4.106 -0.867
N4 0.855 -1.411 -1.134
N5 2.035 -0.508 1.481
C1 1.865 3.688 3.129
C2 3.017 -2.712 1.174
C3 -2.500 0.906 3.171
C4 1.932 -2.087 -3.204
C5 -1.950 2.918 -3.882
C6 0.570 3.460 2.600
C7 1.878 4.425 4.334
C8 2.306 0.133 -2.120
C9 -2.194 -1.193 -3.732
C10 -4.527 -2.629 -3.288
C11 -3.180 -0.683 -2.898
C12 3.394 0.633 -3.028
C13 -0.489 4.745 4.333
C14 -0.411 -2.623 2.259
C15 0.182 -2.559 -1.193
C16 -3.518 -2.512 0.779
C17 -0.566 3.998 3.168
C18 2.137 -0.282 2.815
C19 1.263 -3.288 -3.195
C20 3.371 -0.415 4.913
C21 -4.100 1.976 -4.410
C22 -2.602 -1.320 0.533
C23 -3.165 3.692 -5.798
C24 -2.047 3.747 -4.985
C25 2.994 -1.337 0.907
C26 1.128 0.389 3.535
C27 -4.192 2.805 -5.512
C28 1.718 -1.148 -2.174
C29 3.991 -0.823 0.071
C30 4.902 -1.662 -0.539
C31 -4.338 -1.410 -2.665
C32 3.265 -0.685 3.567
C33 3.931 -3.545 0.563
C34 -3.557 -3.124 -4.144
C35 1.247 0.667 4.877
C36 2.452 3.122 -1.490
C37 -2.974 2.028 -3.599
C38 2.368 0.262 5.591
C39 -1.297 -3.747 2.787
C40 0.342 -3.520 -2.169
C41 0.748 4.939 4.928
C42 -2.027 -0.541 3.153
C43 -2.386 -2.410 -4.355
C44 4.872 -3.029 -0.311
H1 -5.084 -0.993 -2.000
H2 0.242 -3.022 1.483
H3 -0.248 -4.426 -2.148
H4 5.653 -1.234 -1.189
H5 -1.781 -4.272 1.968
H6 -1.071 2.953 -3.254
H7 -3.240 4.343 -6.660
H8 4.133 1.166 -2.422
H9 -3.095 1.149 2.291
H10 -5.434 -3.194 -3.106
H11 4.082 -1.178 3.060
H12 4.053 0.248 -0.051
H13 2.322 -3.120 1.894
H14 -3.716 -4.068 -4.649
H15 0.835 5.503 5.847
H16 -1.618 -2.810 -5.005
H17 -3.698 -2.665 1.841
H18 -1.654 1.589 3.206
H19 -2.270 -1.326 -0.511
H20 4.262 -0.728 5.445
H21 -1.361 -0.720 4.002
H22 3.350 3.911 0.118
H23 3.005 1.345 -3.760
H24 -2.892 -1.205 3.244
H25 2.609 -1.843 -4.010
H26 2.879 5.050 -1.068
H27 -1.239 4.427 -5.210
H28 -1.285 -0.626 -3.884
H29 -3.173 -0.391 0.663
H30 -0.547 -2.722 -0.408
H31 -2.058 -3.384 3.473
H32 -1.380 5.161 4.774
H33 -3.100 -3.424 0.355
H34 1.428 -4.027 -3.968
H35 3.904 -4.610 0.769
H36 -5.064 2.758 -6.154
H37 3.891 -0.187 -3.540
H38 0.259 0.728 2.997
H39 -3.112 1.086 4.055
H40 -4.899 1.288 -4.162
H41 -1.518 3.834 2.688
H42 0.458 1.221 5.375
H43 2.469 0.497 6.641
H44 -0.676 -4.466 3.327
H45 -4.477 -2.324 0.302
H46 5.583 -3.688 -0.792
H47 0.244 -2.266 3.064

Output
HOMO (spin up / spin down)	-1.537 / -1.648	eV
largest force on an atom	3.78	eV/A
total charge	-2
LUMO energy (spin up / spin down)	0.1426 / 0.1424	Ha
relative energy (zero: lowest compared OMol25 entry of this formula, charge and spin)	46.9	kcal per mole
spin multiplicity	4


[5]
An isolated molecule of C2H5NO2, computed with wB97M-V/def2-TZVPD.

Element x y z (Å)
O1 1.298 1.103 -0.167
O2 -1.405 -0.619 -0.627
N1 -1.025 0.776 -0.513
C1 0.162 0.468 0.288
C2 -0.011 -1.022 -0.055
H1 -0.119 -1.744 0.748
H2 1.258 1.126 -1.134
H3 0.620 -1.385 -0.862
H4 0.085 0.681 1.361
H5 -1.776 1.282 -0.046

Output
HOMO	-8.960	eV
largest force on an atom	2.77	eV/A
LUMO energy	0.0361	Ha
relative energy (zero: lowest compared OMol25 entry of this formula, charge and spin)	82.5	kcal per mole
spin multiplicity	1


[6]
The ion CH4N3 with charge +1, computed with wB97M-V/def2-TZVPD.

Element x y z (Å)
N1 -1.043 -0.067 0.898
N2 1.560 0.553 -0.484
N3 -1.091 -0.491 -0.633
C1 -0.073 -0.002 0.049
H1 1.727 1.052 0.333
H2 -1.626 0.649 1.235
H3 -1.465 -1.393 -0.684
H4 2.012 -0.300 -0.714

Output
HOMO	-17.147	eV
largest force on an atom	7.46	eV/A
total charge	+1
LUMO energy	-0.2211	Ha
relative energy (zero: lowest compared OMol25 entry of this formula, charge and spin)	134.9	kcal per mole
spin multiplicity	1


[7]
An isolated molecule of C18H31BN2O5S, computed with wB97M-V/def2-TZVPD.

Element x y z (Å)
S1 3.222 -1.391 -1.900
O1 4.520 -0.569 -1.540
O2 -2.601 2.021 4.457
O3 3.601 -2.832 -2.323
O4 1.141 2.368 -4.228
O5 2.512 -0.580 -3.224
N1 1.241 -0.422 4.073
N2 -0.068 0.392 -5.326
C1 0.838 4.021 1.868
C2 -2.427 -1.805 -1.725
C3 0.177 -1.148 -2.391
C4 0.016 1.903 3.642
C5 -2.982 -1.078 -0.324
C6 -3.710 -2.068 -2.759
C7 1.587 -2.259 2.179
C8 -1.495 2.620 3.642
C9 1.210 0.051 -2.826
C10 1.121 -0.745 2.600
C11 0.539 -1.801 -0.894
C12 2.049 -1.349 -0.393
C13 -1.834 3.978 2.774
C14 0.187 0.552 4.553
C15 -1.416 -0.769 -2.520
C16 2.624 -2.202 0.883
C17 -0.679 4.694 1.854
C18 1.178 2.648 2.757
B1 0.727 0.924 -4.148
H1 -3.083 -1.888 0.532
H2 -0.891 5.662 1.189
H3 1.957 -0.188 -0.130
H4 0.184 1.025 -6.141
H5 -1.963 -2.863 -1.527
H6 -1.611 0.363 -2.204
H7 0.616 -2.833 1.795
H8 2.787 -3.315 0.553
H9 2.004 -2.912 3.070
H10 -1.089 0.623 -5.153
H11 -3.349 -2.842 -3.579
H12 -1.699 -0.866 -3.673
H13 -3.987 -0.497 -0.490
H14 0.509 0.901 5.631
H15 -2.653 2.572 5.316
H16 1.860 0.005 2.038
H17 -2.936 4.428 2.782
H18 -4.557 -2.588 -2.125
H19 1.703 4.512 1.208
H20 -0.222 -1.424 -0.054
H21 0.535 -2.968 -0.975
H22 2.189 -0.037 4.275
H23 1.381 0.857 -1.962
H24 1.822 2.528 -3.491
H25 3.621 -1.700 1.306
H26 2.261 2.196 2.706
H27 -0.884 0.064 4.644
H28 -2.169 -0.290 0.010
H29 -4.043 -1.079 -3.291
H30 0.367 -2.042 -3.155
H31 0.061 -0.555 2.135

Output
HOMO	-8.655	eV
largest force on an atom	6.99	eV/A
LUMO energy	-0.0023	Ha
spin multiplicity	1


[8]
The ion C5H10N with charge +1, computed with wB97M-V/def2-TZVPD.

Element x y z (Å)
N1 -0.258 0.000 0.104
C1 1.009 0.635 0.281
C2 2.275 0.158 -0.233
C3 -1.137 0.562 -0.929
C4 -1.428 0.778 0.497
C5 -0.265 -1.446 0.308
H1 0.125 -1.952 -0.576
H2 0.359 -1.693 1.166
H3 2.353 -0.761 -0.782
H4 -0.711 1.369 -1.514
H5 -1.280 -1.796 0.492
H6 1.000 1.568 0.815
H7 -2.236 0.235 0.970
H8 -1.723 -0.144 -1.500
H9 3.154 0.737 -0.040
H10 -1.239 1.748 0.939

Output
HOMO	-14.506	eV
largest force on an atom	6.53	eV/A
total charge	+1
LUMO energy	-0.1293	Ha
relative energy (zero: lowest compared OMol25 entry of this formula, charge and spin)	45.4	kcal per mole
spin multiplicity	1


Q: Among the records above, which one has the highest spin multiplicity?
A: C44H47Cl2N5P2S4V


Q: Number 5 is which compound?
A: C2H5NO2